Molecular formula: C16H48N6O5P3
Method: DFT, ωB97M-V/def2-TZVPD

Structure (ORCA input):
```
! RIJCOSX wB97M-V def2-TZVPD def2/J DEFGRID3
* xyz -1 1
C -5.29200 -1.18008 -4.08680
O -4.23008 -1.79276 -4.76678
C -3.05572 -1.74902 -3.92155
P -1.90466 -0.21742 -4.21594
O -0.87228 -0.90468 -2.96881
C -0.75995 0.14981 -2.00011
C -1.00058 1.53408 -2.71544
O -0.95747 1.27214 -4.09654
H -5.56872 -1.69302 -3.14920
H -5.05542 -0.13939 -3.82523
H -6.16520 -1.18166 -4.75194
H -3.36767 -1.65852 -2.86921
H -2.45473 -2.66859 -4.00163
H -2.80863 0.44488 -3.28871
H -2.67781 0.23771 -5.35339
H -1.02178 -0.88694 -5.14755
H -1.36313 -0.10974 -1.11995
H 0.31320 0.10253 -1.75198
H -0.14893 2.14077 -2.36244
H -1.85098 2.12898 -2.35209
O 0.15248 -2.25963 1.68229
P 0.13530 -3.76957 1.49318
N 1.12405 -3.84724 0.10229
C 0.80106 -4.02678 -1.29945
C 2.53199 -3.56384 0.30988
N -1.57635 -3.88208 1.31419
C -2.37896 -4.35632 0.19771
C -2.36829 -2.92815 2.08767
N 0.26665 -5.50032 1.70736
C -0.10532 -6.54729 0.79745
C -0.01837 -5.89612 3.08869
H 1.40524 -4.84362 -1.72053
H 1.01089 -3.12271 -1.88111
H -0.23649 -4.27728 -1.49183
H 3.06667 -4.46384 0.65042
H 2.67033 -2.78239 1.06250
H 3.01110 -3.20802 -0.60199
H -1.80481 -4.68841 -0.66113
H -3.06535 -3.58725 -0.16632
H -2.99372 -5.21219 0.51020
H -2.48601 -1.97265 1.56398
H -1.90328 -2.72297 3.05147
H -3.35926 -3.33924 2.30153
H -1.18762 -6.72753 0.78070
H 0.36658 -7.48370 1.11460
H 0.24326 -6.37797 -0.21978
H -1.10107 -5.93235 3.28521
H 0.42766 -5.18506 3.78839
H 0.41136 -6.87485 3.31779
O 0.43221 4.02637 -0.19335
P 1.33719 4.07954 1.02111
N 0.42676 5.20007 1.94685
C 0.59778 6.61063 2.19130
C -0.82014 4.69487 2.49792
N 2.72346 4.63499 0.15272
C 3.49724 5.85374 0.29027
C 2.85680 4.14525 -1.22121
N 2.31531 3.68816 2.41135
C 3.12862 4.55970 3.20919
C 2.95390 2.37553 2.26606
H 0.56973 6.81489 3.27133
H -0.20055 7.20122 1.72165
H 1.53683 7.01274 1.82313
H -0.64287 4.16572 3.44509
H -1.30253 3.99937 1.80642
H -1.53498 5.49672 2.68487
H 3.14330 6.52833 1.06524
H 3.51876 6.43004 -0.64036
H 4.54024 5.61547 0.54107
H 2.29809 4.76255 -1.93349
H 2.49022 3.12434 -1.31148
H 3.90918 4.12518 -1.51879
H 4.08371 4.80649 2.72713
H 3.37111 4.06016 4.15299
H 2.62361 5.48244 3.49231
H 3.84653 2.42819 1.62482
H 2.25930 1.66084 1.81889
H 3.24403 1.96674 3.23687
*
```

DFT total energy: -64408.077 eV
HOMO-LUMO gap: 5.2 eV


Molecular formula: C16H48NO11
Method: DFT, ωB97M-V/def2-TZVPD

Structure (ORCA input):
```
! RIJCOSX wB97M-V def2-TZVPD def2/J DEFGRID3
* xyz -1 1
N 0.86170 -0.27164 -0.00127
O 0.04188 -1.21072 0.09586
O 0.44425 0.84319 0.04398
O 2.08411 -0.52308 -0.11008
C 2.84426 5.51766 2.65384
O 1.90996 4.62961 3.14650
H 2.86436 6.45668 3.20695
H 3.77834 4.95635 2.67687
H 2.70462 5.81574 1.61473
H 1.44279 4.11168 2.48688
C -0.73886 -5.10630 -2.94531
C 0.50264 -5.89352 -2.84325
C 1.55823 -5.28095 -1.95926
O 0.10027 -7.07162 -2.06156
H -1.29240 -5.62902 -3.72536
H -0.43917 -4.11874 -3.29605
H -1.33612 -5.20421 -2.03880
H 0.93457 -6.20383 -3.79469
H 1.65705 -4.21191 -2.14762
H 2.55682 -5.71775 -1.94848
H 1.12600 -5.28657 -0.95865
H -0.56361 -6.79863 -1.42412
C -1.62706 -4.26785 4.62312
C -2.22576 -4.98146 5.85246
C -3.68213 -4.69437 6.01552
O -2.20866 -6.40198 5.60722
H -0.56117 -4.49171 4.57972
H -1.81091 -3.19372 4.59976
H -2.15576 -4.48668 3.69537
H -1.62969 -4.79895 6.74660
H -4.24753 -4.92258 5.11199
H -3.85154 -3.63642 6.21593
H -4.20841 -5.33596 6.72226
H -2.25536 -6.62355 4.67431
C 8.07505 -0.51331 -1.34075
C 8.01352 0.68749 -0.46824
C 9.18922 1.62432 -0.58259
O 6.98045 1.52090 -0.89582
H 8.10225 -0.29609 -2.40854
H 7.22464 -1.14066 -1.07370
H 8.98231 -1.06522 -1.09507
H 7.93900 0.58308 0.61419
H 9.45839 2.34000 0.19422
H 9.26467 2.09930 -1.56075
H 10.09418 1.02026 -0.51744
H 6.15494 1.05047 -0.75857
C -6.61678 -0.95797 -1.63128
C -5.04772 -0.77686 -1.53451
C -4.49691 0.02718 -2.65250
O -4.64035 -0.12016 -0.36717
H -6.89151 -1.95295 -1.98146
H -7.11115 -0.19942 -2.23816
H -6.96189 -0.94567 -0.59743
H -4.53398 -1.73818 -1.53038
H -4.95351 1.01568 -2.60283
H -4.77599 -0.39220 -3.61911
H -3.42233 0.16607 -2.53371
H -3.69899 -0.30468 -0.40447
C -4.33622 6.74357 -3.02122
C -3.18570 6.58206 -2.10686
C -3.53553 6.59189 -0.54201
O -2.49960 5.37632 -2.46075
H -4.84914 7.68143 -2.80807
H -5.17420 6.05174 -2.93599
H -4.02607 6.93735 -4.04804
H -2.44060 7.29748 -2.45487
H -3.71412 7.53330 -0.02245
H -2.57291 6.25199 -0.15998
H -4.25782 5.88598 -0.13205
H -2.84738 4.72248 -1.84990
O 3.71720 0.77460 3.61318
H 3.49909 0.22138 2.86312
H 2.88080 1.15399 3.88284
O 1.80096 4.37290 -2.52482
H 1.74650 3.47651 -2.19354
H 0.88948 4.64646 -2.62785
*
```

DFT total energy: -41378.117 eV
HOMO-LUMO gap: 7.2 eV


Which energy above the lowest of the compared OMol25 structures with the same formula, charge and spin belongs to each record? In order, 591.72; 339.61 kJ/mol.